[1]
29
Properties=species:S:1:pos:R:3:forces:R:3 method="wB97M-V/def2-TZVPD" e_tot_ev=-120171.592 gap_ev=11.18 relative_energy_kj_mol=77.99 charge=0
C 9.345551 -0.812047 -2.395588 0.9 -0.7 1.2
C -3.043955 -4.547053 -2.730976 0.1 0.8 -0.6
H 8.751080 0.303378 -0.560426 0.2 -0.6 -0.2
Cl 9.270826 1.848001 -2.169108 0.3 0.9 -0.3
Cl -4.730492 2.242256 3.560768 0.6 -0.1 -0.4
Cl -4.236629 -2.656478 -1.159741 -0.1 -0.1 -0.6
Cl 0.732429 3.630231 -0.064910 0.1 -0.6 -0.2
C -6.326181 2.610396 4.202057 0.1 0.8 0.9
C 0.767946 1.852204 -0.147658 -0.7 -0.3 -0.2
H -6.824210 1.648359 4.322649 -0.2 0.3 0.1
Cl 2.348220 1.165408 0.113147 0.5 0.1 0.0
H -3.476432 -5.282955 -2.053095 0.0 0.2 -0.1
Cl -5.644469 2.038017 6.706031 0.4 0.2 0.5
H -2.965203 -4.952257 -3.739794 0.0 -0.2 0.1
C -6.185199 3.310714 5.593475 -1.3 -0.8 -0.7
H 0.159185 1.471608 0.672495 -0.1 0.2 -0.4
H -3.301125 -2.430006 -3.313243 0.2 -0.3 0.0
H 9.227315 -1.776986 -1.902628 -0.9 -0.1 -0.2
H -6.841215 3.218243 3.458170 0.0 0.1 0.2
Cl -1.376057 -4.194335 -2.201718 0.0 -0.2 0.1
Cl 0.096052 1.225325 -1.706527 0.2 0.5 0.8
H -7.175437 3.576354 5.963576 -0.1 0.0 -0.2
H -5.596230 4.225203 5.663588 0.4 -0.5 -0.3
H -4.759258 -3.419399 -3.390612 -0.1 0.0 0.3
H 7.572389 0.335302 -1.889528 0.0 -0.2 0.1
C 8.633649 0.295816 -1.644053 -0.7 0.0 -0.7
C -3.841218 -3.244035 -2.829760 0.0 -0.3 0.7
Cl 9.004392 -0.980491 -4.144133 0.0 0.3 0.7
H 10.414276 -0.700775 -2.212458 0.2 0.5 -0.7

[2]
123
Properties=species:S:1:pos:R:3:forces:R:3 method="wB97M-V/def2-TZVPD" e_tot_ev=-71623.885 gap_ev=5.17 charge=-1
H 1.051518 2.940212 6.163935 0.0 -0.1 0.0
C 1.703013 2.988557 7.034779 -0.1 -0.1 0.2
H -2.783978 3.884060 -4.552135 0.1 0.0 -0.1
C -2.568715 -1.141739 12.307465 -0.2 0.1 0.1
H -4.814015 3.092515 -1.791128 0.0 0.0 0.0
H 10.212770 0.450244 -0.545825 0.0 0.0 0.0
H 0.298906 -0.203158 -6.623308 0.0 0.0 0.0
H -6.028819 3.556146 -2.994880 0.0 0.0 0.0
C 9.173608 5.859726 -2.690543 0.0 -0.1 0.2
H 8.849463 1.426926 -1.120116 0.0 0.0 0.0
H -9.870111 -0.754754 -0.110493 0.0 0.0 0.0
C 0.251060 2.047207 0.540597 -0.2 -0.5 0.7
C 10.674754 1.804375 -2.088572 -0.1 -0.1 0.2
H -3.114509 -1.425345 4.782371 0.0 0.0 0.0
N -1.862748 -4.502689 1.036738 0.0 -0.1 0.0
B 1.232924 -1.466182 -4.426417 0.5 -0.2 -0.4
N -4.587510 6.074259 -3.165011 -0.1 0.0 0.0
H 2.683532 2.601453 6.766270 0.0 0.0 0.0
H -3.261024 -0.210417 6.065084 0.0 0.0 0.0
H 1.783532 0.625377 1.922896 -0.1 -0.3 0.0
H 9.899756 6.668126 -2.748593 0.0 0.0 0.0
H -3.003113 5.175907 -5.742384 0.1 0.0 0.0
N 0.681753 1.553219 8.963778 0.0 0.0 0.0
H -0.601992 2.543908 0.054376 0.4 -0.1 -0.3
C -1.010175 -8.116792 -0.722903 0.0 0.1 -0.1
C 0.072645 0.507180 0.605968 1.0 0.3 0.4
C -6.070471 1.529578 -2.430562 0.0 0.2 0.0
C 2.343088 -0.365997 -4.290888 -0.4 -0.2 0.3
C -0.620381 -7.096457 -1.697482 -0.1 -0.1 0.2
H 6.014291 5.647151 -1.354026 0.0 0.0 0.0
H -1.222621 -1.338593 9.916130 0.1 -0.1 -0.1
C -5.842280 2.944051 -2.115695 0.0 -0.3 0.0
H -1.173463 -2.774376 -1.518572 0.0 0.1 0.1
H 0.524891 0.009805 -0.258050 -0.3 0.4 -0.2
H 0.200486 0.719697 -2.507551 -0.8 0.6 -0.9
H -1.515534 -8.936838 -1.229830 0.0 0.0 0.0
C 1.136144 2.185639 8.120902 0.1 0.1 -0.2
O 1.508724 2.430579 0.036382 -0.6 0.7 0.0
H 0.226501 0.215635 2.720895 0.5 -0.3 0.1
N -0.310108 -6.290670 -2.452319 0.1 -0.1 -0.1
H 0.521312 -5.161959 -8.427386 0.0 0.0 0.0
C -3.509609 4.559276 -5.003650 -0.1 0.1 0.3
C -3.834768 -0.519467 12.702145 0.2 -0.1 -0.1
H 5.180414 4.983845 0.062952 0.0 0.0 0.0
H -4.152574 0.185343 11.936157 0.0 0.0 0.0
C 5.079063 3.787833 -1.660212 0.0 0.2 0.0
O 1.293670 -2.370653 -5.503753 -0.3 0.3 0.5
C -6.450099 -4.033034 -1.598455 0.2 -0.1 -0.1
N -6.258908 0.424901 -2.679620 -0.1 0.0 0.1
H 6.728195 4.291996 -0.464228 0.0 0.0 0.1
H -1.694672 -0.978636 5.738503 0.0 0.0 0.0
H -6.514934 3.254314 -1.318480 0.0 0.0 0.0
H 0.503021 3.527951 -1.494042 0.1 -0.2 0.3
H 4.493870 0.793114 3.063353 0.0 0.0 0.0
H -0.126050 -8.498807 -0.216095 0.0 0.0 0.0
N 9.166434 4.871684 -0.272083 0.0 0.0 -0.1
N -9.700288 -3.593170 -1.470901 0.0 0.0 0.0
C -0.247381 0.421663 -7.329138 0.0 0.2 0.2
H 3.406205 2.159417 -3.429682 -1.6 -0.1 -2.4
C 9.913812 1.438138 -0.891229 0.1 0.1 -0.1
C 5.794627 4.734522 -0.801121 -0.2 -0.2 -0.1
C -1.534667 -2.635339 8.292994 0.1 0.1 0.0
H 1.116385 -1.041891 1.743660 0.0 0.2 0.4
H -2.906120 -3.125817 -1.597408 0.0 0.1 0.0
H 1.800240 4.024673 7.354325 0.0 0.0 0.0
H -0.214749 -6.618215 -7.730405 0.0 0.0 0.0
H 8.187144 6.245214 -2.942659 0.0 0.0 0.0
C -9.202240 -1.092067 -0.901163 0.0 -0.2 0.0
C 1.460495 3.009990 -1.297729 0.4 -0.6 -0.4
H -1.683534 -7.679661 0.012727 0.0 0.0 0.0
O 0.163345 -1.671401 -3.534100 0.7 -0.2 0.2
C -0.387991 -5.577359 -7.996853 0.0 0.1 0.2
N 2.234298 0.079002 5.134794 0.0 0.0 0.2
H -4.281525 3.972086 -5.498440 0.0 0.0 0.0
C -1.928782 -3.550698 -1.396264 0.3 0.2 0.2
C -1.887402 -4.080300 -0.031724 0.0 0.0 -0.2
H 0.537444 -2.974689 -5.420287 0.1 0.1 -0.2
H 3.242830 -0.856683 -3.872521 -0.3 0.1 0.0
C 9.158789 5.305183 -1.335030 0.2 0.1 -0.2
Nb 1.877675 1.393386 -2.917120 0.7 -1.3 1.1
H 0.225541 2.380405 1.597338 -0.1 0.0 -0.3
H 10.100303 2.166066 -0.103718 0.0 0.0 0.0
C -0.711762 -1.664397 9.014779 -0.1 0.0 -0.3
N 11.270306 2.091356 -3.026926 0.0 0.1 0.0
C -2.301784 0.453232 4.316955 0.0 -0.1 0.2
H -6.704120 -3.285938 -2.348245 0.0 0.0 0.0
H 5.285635 -0.124070 4.360815 0.0 0.0 0.0
N -4.198335 -5.191213 -2.244914 -0.2 -0.2 0.0
H 9.446123 5.081225 -3.401339 0.0 0.0 0.0
H -4.598935 -1.284783 12.822835 0.0 0.0 0.0
N -1.577010 -1.627050 11.995131 -0.1 0.0 0.3
H -0.525544 -0.801211 8.377328 0.1 0.0 0.0
N 4.501417 3.059167 -2.337671 1.9 0.9 1.4
C -4.113669 5.409909 -3.973397 0.1 -0.1 -0.2
C -5.187527 -4.685621 -1.956832 -0.2 0.1 0.0
H -8.171105 -0.987301 -0.568454 0.0 0.0 -0.1
C 4.576416 0.672172 4.142777 -0.2 -0.1 0.0
H 1.097952 2.390852 -4.237941 -0.1 0.4 -0.1
C -9.482120 -2.494544 -1.220824 0.0 0.2 0.1
H -1.737523 -4.351351 -2.104803 0.0 0.0 0.0
C 3.264917 0.334782 4.701177 0.2 0.1 -0.1
H -7.248819 -4.769070 -1.545120 0.0 0.0 0.0
H 2.662847 0.012221 -5.278742 -0.1 -0.1 0.2
N -1.112305 2.565559 -6.115315 -0.2 0.1 -0.2
N -2.054982 1.286995 3.567878 -0.1 0.0 0.0
C -2.610012 -0.602946 5.285920 0.0 0.1 -0.2
H 0.287471 -2.526733 -3.104843 -0.3 -0.1 -0.2
N -2.181107 -3.374346 7.695975 0.0 0.0 0.1
C -0.734432 1.626351 -6.654404 0.1 -0.1 0.0
H 4.936274 1.601671 4.580417 0.0 0.0 0.0
H 0.240074 -2.113146 9.290377 0.0 0.0 0.0
C 0.870560 0.020201 1.855818 -0.9 0.2 -0.8
H -1.188945 -5.524621 -8.731940 0.0 0.0 0.0
H 2.713930 0.438239 -1.544554 0.3 0.0 0.2
H -3.706622 0.010175 13.644105 0.0 0.0 0.0
H -0.992046 0.249877 0.667043 0.2 0.0 0.1
H -9.352783 -0.475858 -1.785119 0.1 0.0 0.0
H -6.348821 -3.546284 -0.629638 0.0 0.0 0.0
H 0.417022 0.700826 -8.145138 0.0 0.0 0.0
C -0.759715 -4.816209 -6.803016 0.0 -0.1 -0.2
H -1.088830 -0.142470 -7.728060 0.0 0.0 0.0
N -1.045940 -4.221149 -5.865329 -0.1 -0.1 -0.1
H 2.233238 3.797819 -1.331495 -0.1 -0.2 0.1

[3]
18
Properties=species:S:1:pos:R:3:forces:R:3 method="wB97M-V/def2-TZVPD" multiplicity=2 e_tot_ev=-9333.528 gap_ev="13.24 / 7.91" relative_energy_kj_mol=135.35 charge=+2
H 1.113747 -0.232806 -0.748758 -0.3 0.2 -0.2
C 0.151315 2.175851 0.057111 0.4 -0.3 0.5
H 0.725402 1.930888 -0.826358 0.5 0.9 -0.1
H 1.566157 -2.146841 0.374704 0.2 -0.2 0.1
H -0.352619 -0.916482 -2.516102 0.4 0.0 0.4
O -1.980739 -0.369560 0.202873 -1.2 0.0 0.9
N -1.098165 -0.950584 -1.830760 -1.3 0.0 1.0
H 0.475980 3.005592 0.716813 0.3 -0.5 -0.8
H -1.981504 -1.327207 -2.166280 -0.1 0.2 -0.2
N 0.322740 0.869439 0.884471 0.6 1.4 -0.9
H -0.114923 -2.327096 0.888835 0.1 -0.3 0.4
H -0.348477 0.933987 1.653505 0.0 -0.8 0.2
C -1.052021 -0.547865 -0.573623 2.4 -0.9 -3.0
H -0.857686 2.414732 -0.254774 -0.5 -0.6 0.3
C 0.371714 -0.388806 0.035282 -0.3 0.1 2.4
C 0.749817 -1.669313 0.901423 -0.6 0.9 -1.2
H 1.039283 -1.419487 1.924546 -0.1 0.1 -0.1
H 1.269972 0.965551 1.277097 -0.3 -0.1 0.3

[4]
73
Properties=species:S:1:pos:R:3:forces:R:3 method="wB97M-V/def2-TZVPD" e_tot_ev=-66339.426 gap_ev=4.53 relative_energy_kj_mol=187.30 charge=+4
C -3.408615 -0.916632 1.080342 0.0 0.0 0.0
C -0.391715 -0.699232 3.107142 0.0 0.0 0.1
H 7.210385 1.956868 -4.676558 0.0 0.0 -0.1
C 0.617785 -0.445432 2.183942 0.8 0.1 -0.8
H -2.522315 -1.748432 5.989742 -0.1 0.1 0.0
H 6.392285 -1.947732 -1.737058 0.1 0.1 0.0
C -2.067215 -0.828432 1.466042 0.0 0.2 -0.9
C 4.496585 2.038468 -1.936258 -0.2 -0.4 0.4
H -8.205515 -0.042732 0.648242 0.0 -0.1 -0.2
H -4.344115 -2.422632 4.352442 -0.1 0.2 0.0
C 1.619585 2.301468 -1.728558 -0.1 -0.5 0.2
N -7.937615 -0.904832 -1.273658 -0.6 0.1 -0.2
C 5.527085 1.084568 -1.878358 -0.1 -0.6 0.3
H -7.988315 0.000168 -1.764758 -0.1 -0.2 0.1
C -7.505215 -0.701832 0.128742 0.3 0.3 0.9
H 7.225685 1.248868 0.805242 -0.1 -0.1 -0.2
N -5.142415 -0.843832 -0.608958 0.0 -0.4 0.2
H 6.670585 -2.168732 -0.007658 0.0 0.1 0.0
H 7.260985 0.289468 -2.883758 0.1 0.0 0.0
H -0.139415 -0.713232 4.163242 -0.1 -0.1 -0.1
C 2.009685 -0.163132 2.717642 -3.2 -0.5 2.8
P 3.115985 1.938268 -0.736858 0.4 2.1 -2.7
C 6.699085 -1.438032 -0.821658 -0.5 -0.5 0.0
P 5.576885 -0.070532 -0.443858 1.2 1.5 -0.2
H -0.707815 -0.476732 -1.642358 -0.1 0.1 -0.1
H -6.163415 0.940168 -0.268158 -0.1 0.0 0.1
H -4.149215 -1.092632 1.843442 -0.1 0.0 0.0
F -3.086915 -0.553632 -2.524358 -0.1 0.0 0.0
H -3.158015 -0.195632 4.095642 0.0 -0.1 0.0
O 2.444385 -2.091832 -0.672858 -1.7 -1.2 -0.7
C 4.518485 3.016368 -2.922458 0.0 -0.2 0.1
H 1.720285 3.273668 -2.213058 0.2 -0.1 0.0
H 2.520485 3.489268 1.042342 0.0 0.1 0.0
C -1.466915 -0.598432 -0.883058 -0.4 -0.1 -0.1
H -1.310315 -2.560532 4.929342 0.1 -0.1 -0.1
O 1.137685 -0.094932 -0.130458 0.9 0.5 -1.0
N -1.666715 -0.892932 2.786242 0.9 0.0 0.0
H -6.949015 -2.751032 -1.430158 -0.2 0.1 0.0
C -6.969615 -1.794532 -1.958258 0.8 -0.5 -0.5
H 5.476185 3.723468 -4.695058 0.1 0.0 0.0
W 3.090385 -0.509532 -0.068358 -1.8 4.1 5.1
H 7.730885 -1.085232 -0.918158 -0.2 0.2 0.0
C 6.465185 1.996768 -3.895458 0.2 -0.2 0.0
C -2.246215 -2.025732 4.983942 -0.1 -0.1 0.0
O 2.915785 0.079368 1.761642 2.6 -1.4 -3.8
C -5.579115 -1.161332 -1.957258 -0.1 0.0 -0.4
H 1.478085 1.524368 -2.486558 0.0 0.2 0.1
C 5.497885 2.984768 -3.906758 -0.2 0.2 0.1
C 6.272285 0.765368 1.032342 -0.2 -0.1 -0.1
H 3.210885 4.338168 -0.353658 -0.1 -0.3 -0.4
H 6.448685 0.007868 1.803242 0.0 0.0 -0.1
H -3.098315 -3.222432 3.321342 0.2 0.0 -0.1
H 5.578185 1.502868 1.441842 0.1 0.0 -0.1
C -1.079615 -0.635832 0.465142 0.6 0.1 0.1
C 6.493385 1.046568 -2.881958 -0.1 0.1 0.2
O 3.822385 -2.061532 -0.614958 2.6 -2.4 -0.8
C -3.815215 -0.824932 -0.257858 0.3 0.0 0.1
O 2.250685 -0.109732 3.888142 0.4 0.1 -1.4
C -6.112715 -0.077132 0.149342 -0.1 0.3 0.1
H 4.269585 3.474468 0.770542 0.0 0.0 0.0
H -8.883215 -1.310632 -1.307258 0.2 0.1 0.0
H -7.280315 -1.973532 -2.991358 -0.1 0.1 0.2
H -5.579115 -0.263332 -2.591858 0.0 -0.1 0.0
H -5.792715 0.014868 1.184542 -0.1 0.0 0.0
H -7.501815 -1.673132 0.630042 -0.1 0.1 -0.2
C -3.319715 -2.426232 4.014842 0.2 0.0 0.0
C -2.781915 -0.690132 -1.234858 0.5 0.1 0.3
H 3.763585 3.784968 -2.943058 -0.1 0.1 -0.1
C 0.296385 -0.409932 0.806242 -2.0 -0.3 1.9
C -2.615715 -1.105732 3.859742 -0.6 0.1 0.6
C 3.298085 3.452168 0.278242 0.0 -0.7 1.1
H -4.899715 -1.887032 -2.405858 -0.2 0.1 0.0
H 0.743385 2.337668 -1.077558 0.1 0.0 0.0

[5]
42
Properties=species:S:1:pos:R:3:forces:R:3 method="wB97M-V/def2-TZVPD" multiplicity=5 e_tot_ev=-350718.129 gap_ev="4.81 / 3.93" charge=-1
Ni -0.817753 -1.126066 1.780377 -1.9 -1.7 0.2
Cl -3.702193 4.326944 1.925927 -0.9 0.6 -0.4
P 0.511317 0.890634 1.511477 -0.9 -3.4 -3.3
As 1.243967 -3.943706 2.314477 -1.4 -3.1 -0.6
H -1.712063 4.135344 0.574917 -0.5 -0.2 0.0
F 3.069177 -0.440556 -3.203453 0.0 -0.4 1.2
H -4.500033 2.343404 -2.315173 0.3 0.1 0.2
H -3.436573 1.944984 -3.672013 0.3 0.1 0.2
C -3.459723 2.273164 -2.632843 0.0 0.2 -0.1
F 0.455227 -5.198766 3.225687 0.3 0.9 -0.2
As 2.452347 -1.690736 -2.174183 -3.6 -4.4 -1.1
Ni -0.729723 -0.317316 -0.841933 0.1 -1.8 -0.2
Cl 0.694957 2.568124 -1.546213 0.6 0.8 -0.2
F 3.911907 -2.719146 -2.300243 -1.2 1.7 0.2
O 0.714277 -0.384996 0.689527 6.9 -4.1 -9.4
F 2.005607 -2.631476 1.445287 1.3 0.9 0.1
Cl -2.619523 1.141054 -1.590073 -0.7 -0.4 0.0
F 2.596477 -5.080516 1.959757 -0.9 1.8 0.7
O -2.349193 -1.222276 0.647567 -8.0 3.8 1.5
F 3.082887 -0.947096 -0.630963 0.6 0.4 -0.1
Y 2.769847 -0.373926 1.641817 -2.8 -2.6 -2.0
O 0.762767 -0.275226 2.544107 1.9 2.7 11.1
O -0.834663 -2.153686 -0.046603 10.1 -0.9 3.6
F 1.638657 -2.506416 -3.566073 1.5 1.2 1.0
O -0.803083 0.849274 0.772857 -4.7 6.9 2.2
O -2.105723 -3.777086 0.021607 -5.0 -1.0 -0.6
H 0.891967 4.211114 0.097977 0.2 0.0 -0.1
F 0.488327 -4.499856 0.802447 1.0 0.8 2.0
F 0.856587 -0.807936 -1.957323 2.2 0.4 -0.9
H -2.281133 2.614074 1.464647 0.5 0.2 -0.5
O -1.476653 -2.034246 -1.687383 -5.0 1.5 -6.3
P -2.356713 -2.336776 -0.402453 5.9 -3.7 1.3
C 1.488837 3.970164 -0.781673 -0.6 0.5 0.0
O 1.877027 1.459704 1.127037 1.8 4.1 1.6
Cl 1.491097 5.512364 -1.794303 0.0 -1.2 0.5
F 1.633357 -2.957856 -1.194633 1.8 1.6 -0.7
H 2.513307 3.751364 -0.480523 -0.2 -0.1 -0.4
Cl -2.638573 3.836284 -2.431073 -0.4 0.3 -0.4
Cl -1.030153 4.055134 2.817377 0.6 -0.1 0.0
F 2.009687 -3.336186 3.842587 -0.5 -0.2 -1.7
F -0.158053 -2.817186 2.569617 1.1 -1.6 0.8
C -2.148083 3.695904 1.472067 0.3 -0.6 0.7

[6]
9
Properties=species:S:1:pos:R:3:forces:R:3 method="wB97M-V/def2-TZVPD" e_tot_ev=-21116.165 gap_ev=11.05 relative_energy_kj_mol=37.78 charge=0
H -1.022965 -0.625106 1.161790 -0.5 -0.5 1.3
H 0.955247 -0.105531 1.202888 0.3 -0.5 0.9
C 1.100241 0.002852 0.152534 -0.6 0.1 -2.2
F 1.787454 1.123092 -0.083278 0.7 1.5 0.2
Cl -2.859438 0.084720 -0.203283 -1.4 -0.1 -0.1
F 1.907795 -0.962567 -0.380270 -0.4 -0.6 0.3
H -0.350017 0.554493 -1.535777 0.3 0.1 0.0
C -0.238219 0.146134 -0.543472 -0.6 -1.1 1.5
C -1.280101 -0.218088 0.228871 2.3 1.2 -1.9